Molecular formula: C8H16N3O
Method: DFT, the ωB97M-V functional and the def2-TZVPD basis

Gap between HOMO and LUMO (alpha / beta), eV: 7.5 / 9.0
LUMO energy (alpha / beta), eV: -4.52 / -4.20
HOMO level (alpha / beta), eV: -11.99 / -13.17
Total charge: +1

Structure (XYZ):
```
28
Properties=species:S:1:pos:R:3:forces:R:3
C 2.773 0.079 0.632 1.1 -0.8 1.3
C 1.706 -1.128 -1.086 1.0 3.4 0.6
C -0.209 0.917 -0.297 0.3 -1.1 3.1
C -0.477 -0.561 0.295 0.3 0.5 -0.6
C -0.822 1.077 -1.627 0.9 1.8 -1.9
C -0.867 2.001 0.656 -2.1 1.0 -2.5
C 0.058 -0.762 1.678 3.8 0.6 0.8
C -1.904 -1.102 0.218 -1.7 -0.6 -2.0
N 2.664 -0.905 -0.193 0.4 -0.5 0.8
N 1.180 1.296 -0.486 0.3 -0.3 -2.2
N 0.363 -1.440 -0.709 -2.7 -0.9 -1.8
O 2.119 1.190 0.510 -1.6 0.8 0.2
H 3.437 0.218 1.566 -0.6 -1.0 -1.9
H 1.925 -1.469 -2.070 0.4 -0.1 -0.6
H -1.863 1.070 -1.490 -1.5 0.3 -0.2
H -0.568 0.497 -2.519 0.3 -0.8 0.6
H -0.447 2.073 -1.975 -0.8 -0.5 0.3
H -1.945 1.708 0.949 1.7 0.5 -0.5
H -0.917 2.969 -0.042 -0.1 -2.0 1.8
H -0.336 2.282 1.536 0.6 -0.1 0.5
H -0.604 -1.144 2.420 -0.7 -0.8 0.1
H 0.301 0.274 2.125 0.3 -1.8 -0.7
H 1.051 -1.487 1.574 -2.6 2.1 1.0
H -2.714 -0.405 0.719 1.9 -1.7 -0.7
H -1.893 -2.203 0.579 -0.4 2.0 -0.1
H -2.248 -1.199 -0.915 0.5 0.4 2.2
H -0.304 -1.422 -1.618 2.1 -0.3 2.3
H 0.541 -2.425 -0.431 -1.4 0.2 0.3
```
Positions in Å, forces in eV/Å.

=====

Molecular formula: C8H16N3S2
Method: DFT, the ωB97M-V functional and the def2-TZVPD basis

Gap between HOMO and LUMO, eV: 8.6
LUMO energy, eV: -2.65
HOMO level, eV: -11.22
Total charge: +1
SMILES: C[NH2+][C@H](/N=c1\scc(C)n1C)SC

Structure (XYZ):
```
29
Properties=species:S:1:pos:R:3:forces:R:3
C 3.830 0.089 -0.369 -2.9 2.5 1.3
N 2.761 0.029 -1.461 1.3 1.1 0.9
C 1.517 0.842 -1.046 -1.2 -1.6 -2.8
N 0.663 0.032 -0.373 1.1 -1.0 -0.1
C -0.258 0.429 0.411 0.0 2.2 0.3
S -0.548 2.133 1.016 -0.2 -2.3 -0.4
C -1.805 1.443 2.069 1.8 0.1 -2.0
C -1.972 0.132 1.866 -0.7 1.3 2.0
C -2.955 -0.607 2.706 0.4 -1.7 -1.5
N -1.166 -0.435 0.885 -0.2 1.0 1.2
C -1.134 -1.824 0.572 -3.7 -1.5 2.4
S 0.772 1.536 -2.693 0.7 0.0 0.3
C -0.713 0.601 -2.844 -3.3 -0.5 1.4
H 3.463 -0.541 0.514 0.2 1.6 -1.1
H 4.737 -0.290 -0.613 2.6 -1.5 -1.5
H 4.017 1.218 -0.252 -0.5 -1.8 0.7
H 3.025 0.453 -2.361 0.4 -0.4 0.2
H 2.610 -0.946 -1.568 -1.1 -1.1 -0.6
H 1.946 1.702 -0.677 0.7 2.0 1.6
H -2.271 2.169 2.657 -1.0 0.3 1.1
H -3.229 -1.406 2.039 -1.2 -0.4 -0.3
H -3.816 -0.032 2.981 -0.2 0.3 0.1
H -2.585 -1.220 3.516 0.6 0.5 0.6
H -0.806 -2.464 1.433 -0.4 0.6 -0.7
H -2.191 -2.145 0.237 1.6 0.3 0.7
H -0.534 -2.004 -0.213 2.2 -0.4 -2.6
H -1.677 1.231 -2.614 2.0 -0.8 -0.4
H -0.716 -0.194 -2.050 0.1 0.7 -0.7
H -0.965 0.068 -3.765 0.8 0.4 -0.2
```
Positions in Å, forces in eV/Å.

=====

Molecular formula: C8H16N4
Method: DFT, the ωB97M-V functional and the def2-TZVPD basis

Gap between HOMO and LUMO, eV: 9.5
LUMO energy, eV: -6.75
HOMO level, eV: -16.20
Total charge: +2

Structure (XYZ):
```
28
Properties=species:S:1:pos:R:3:forces:R:3
C 1.882 1.386 0.147 0.7 1.8 0.2
C 2.232 0.140 0.307 0.2 -1.9 1.1
C 0.680 1.814 -0.526 -0.9 1.5 -0.1
C -0.389 1.022 -0.734 -0.9 -2.7 -0.3
C -1.106 -2.463 1.511 1.2 -2.2 -0.7
C -0.539 -1.226 2.194 -2.2 0.3 2.4
C -1.029 -1.128 0.840 1.6 0.3 -2.6
C -0.092 -0.888 -0.352 -2.8 2.2 -1.5
N -1.656 1.217 -1.239 -0.2 -1.9 0.3
N -0.579 -1.676 -1.397 -0.2 0.2 0.7
N 1.378 -0.940 -0.318 2.2 -2.3 2.1
N 0.402 3.327 -0.754 -2.1 -0.6 -1.2
H 2.618 2.103 0.574 -0.9 -0.3 -0.3
H 3.053 -0.227 0.981 -1.0 0.4 -1.1
H -0.230 -3.233 1.249 -2.1 1.8 0.5
H -2.056 -3.022 1.641 0.6 1.0 0.2
H -1.040 -0.595 2.960 0.2 -1.0 -0.4
H 0.433 -1.504 2.464 1.7 0.6 0.0
H -1.942 -0.619 0.508 0.1 -0.2 1.2
H -2.253 2.079 -1.309 1.1 -1.3 0.3
H -2.199 0.276 -1.385 1.3 2.6 0.2
H -0.189 -1.730 -2.316 0.1 0.2 -0.4
H -1.462 -2.169 -1.252 0.7 0.2 0.0
H 1.668 -1.011 -1.286 0.2 -0.1 -0.5
H 1.739 -1.899 0.131 -1.2 2.2 -1.1
H 1.122 3.916 -1.245 -0.3 -0.6 1.2
H -0.060 3.752 0.108 1.2 -0.1 -1.3
H -0.384 3.298 -1.504 1.4 0.3 1.4
```
Positions in Å, forces in eV/Å.

=====

Molecular formula: C8H16N4O2
Method: DFT, the ωB97M-V functional and the def2-TZVPD basis

Gap between HOMO and LUMO, eV: 9.4
LUMO energy, eV: 0.56
HOMO level, eV: -8.85
SMILES: C[C@H](O)CN(C[C@@H](C)O)/C(N)=N/C#N

Structure (XYZ):
```
30
Properties=species:S:1:pos:R:3:forces:R:3
C 3.256 -0.255 -1.360 1.1 1.9 0.0
C 1.854 -0.382 -0.909 -2.0 0.1 1.9
O 0.882 -0.218 -1.911 0.5 3.5 -2.4
C 1.529 0.505 0.412 2.5 -0.9 -1.4
N 0.139 0.888 0.533 1.8 1.5 0.4
C -0.699 0.051 1.281 -1.7 -1.2 -0.6
C -1.738 -0.599 0.316 -1.1 0.2 1.7
C -2.990 -1.018 1.191 -0.4 1.4 -0.5
O -2.051 0.231 -0.764 0.0 0.2 -0.6
C -0.136 2.165 0.162 0.1 -0.4 -1.0
N -1.350 2.741 0.074 2.4 0.9 -0.2
N 0.901 2.805 -0.344 0.3 0.1 0.5
C 0.648 3.998 -0.807 0.5 -0.6 -0.7
N 0.432 4.956 -1.402 -0.3 1.6 -0.3
H 3.911 -0.983 -0.919 0.3 -0.5 0.1
H 3.708 0.754 -1.116 -0.6 -0.9 -0.2
H 3.288 -0.323 -2.434 0.2 -0.4 -0.4
H 1.593 -1.383 -0.664 0.5 -1.2 0.7
H 1.146 0.629 -2.448 -0.9 -2.2 1.4
H 1.846 -0.118 1.271 -0.3 0.4 -0.3
H 2.284 1.336 0.281 -1.5 -0.6 0.8
H -1.209 0.495 2.119 -0.2 0.8 0.3
H -0.133 -0.765 1.701 0.4 -0.1 0.2
H -1.251 -1.452 -0.079 0.2 -1.3 -0.3
H -2.602 -1.657 2.016 -0.7 -0.3 -0.9
H -3.465 -0.165 1.765 1.0 -0.3 -0.7
H -3.882 -1.318 0.562 1.4 -0.7 0.8
H -1.251 0.284 -1.346 -0.8 -0.2 0.7
H -2.192 2.427 0.441 -1.4 -0.7 0.4
H -1.211 3.650 -0.375 -1.2 -0.2 0.4
```
Positions in Å, forces in eV/Å.

=====

Molecular formula: C8H16N4O3S
Method: DFT, the ωB97M-V functional and the def2-TZVPD basis

Gap between HOMO and LUMO, eV: 6.3
LUMO energy, eV: -0.04
HOMO level, eV: -6.33

Structure (XYZ):
```
32
Properties=species:S:1:pos:R:3:forces:R:3
C 2.992 -1.755 1.066 -0.9 0.5 0.6
C 2.471 -0.350 0.539 -0.5 2.9 -0.9
N 3.231 0.884 0.634 -5.6 -1.0 -2.2
C 2.280 1.809 0.030 -0.6 -2.3 0.0
N 2.505 3.152 -0.113 0.7 -0.7 0.7
S 4.039 3.757 0.491 -0.8 -0.1 0.2
N 1.051 1.204 -0.407 6.1 1.9 2.6
N 1.199 -0.099 -0.056 1.6 -2.0 0.9
C 0.040 -0.958 -0.403 -2.2 -0.8 -0.4
C -0.276 -2.161 0.611 2.3 0.5 0.8
O -1.632 -2.616 0.497 -0.1 0.1 2.1
C -2.433 -2.094 1.583 -0.8 4.3 -1.8
O -2.918 -0.963 1.399 1.3 -4.3 1.5
H 4.060 -1.719 1.494 -1.7 0.3 -1.1
H 2.886 -2.554 0.262 0.2 1.1 1.1
H 2.323 -2.032 1.968 1.0 0.3 -1.5
H 1.798 3.782 -0.535 0.8 -0.7 0.7
H 3.988 3.444 1.857 -0.5 0.2 -1.2
H 0.274 1.712 -0.872 -1.3 -1.4 -0.7
H -0.887 -0.261 -0.373 1.8 -1.2 -0.2
H 0.091 -1.329 -1.496 0.1 0.7 1.8
H -0.062 -1.790 1.687 -0.4 -0.5 -1.6
H 0.477 -3.025 0.450 -1.6 1.1 0.1
H -2.576 -2.634 2.583 0.5 0.1 -1.7
C -3.725 0.813 -2.042 -0.7 -0.2 0.5
C -2.459 0.838 -1.163 -1.7 0.3 -1.1
O -1.402 1.064 -1.965 2.2 0.6 0.8
H -3.683 0.016 -2.792 0.2 0.1 0.1
H -4.611 0.630 -1.419 -0.1 0.0 -0.1
H -3.881 1.766 -2.558 0.2 -0.1 0.1
H -2.483 -0.108 -0.593 0.1 -0.2 -0.2
H -2.675 1.579 -0.364 0.3 0.4 0.1
```
Positions in Å, forces in eV/Å.

=====

Molecular formula: C8H16N6S
Method: DFT, the ωB97M-V functional and the def2-TZVPD basis

Gap between HOMO and LUMO, eV: 7.4
LUMO energy, eV: -7.70
HOMO level, eV: -15.09
Total charge: +2

Structure (XYZ):
```
31
Properties=species:S:1:pos:R:3:forces:R:3
C 0.520 -3.155 1.574 -2.1 -0.4 2.9
C -1.551 -3.838 1.110 2.2 0.9 1.0
C 1.844 -2.745 1.576 1.2 -0.2 -0.9
C 0.575 0.591 0.585 -4.3 0.1 0.3
C -2.639 -4.132 0.144 0.5 0.0 0.1
C 0.294 2.074 0.451 -0.4 0.5 -0.2
C 0.254 2.386 -1.066 0.9 -0.6 0.3
C -0.050 3.869 -1.324 1.5 0.5 0.2
N -0.401 -3.257 0.642 0.6 -0.4 0.2
N -1.504 -4.120 2.446 -2.4 -0.1 -2.1
N 2.991 -2.635 1.561 -1.4 0.0 -0.1
N -0.412 -0.297 0.228 0.0 -0.9 -0.8
N 1.557 0.145 1.184 3.0 -0.7 0.6
N 0.485 4.282 -2.726 1.0 3.8 1.6
S -0.225 -3.678 3.176 2.3 0.5 -1.3
H -3.425 -3.320 0.243 0.3 -1.8 0.0
H -2.226 -4.111 -0.883 -0.1 0.3 0.6
H -2.764 -5.215 0.349 -1.5 0.7 -0.2
H -0.723 2.402 0.851 1.4 -0.7 0.0
H 1.125 2.563 1.027 -1.0 0.1 -0.7
H -0.442 1.626 -1.474 -0.2 1.1 -0.2
H 1.204 2.018 -1.512 -0.1 0.7 0.2
H -1.068 3.996 -1.424 -2.3 0.3 0.0
H 0.265 4.603 -0.524 0.2 -1.0 -1.1
H 3.901 -2.937 1.280 0.7 0.1 0.2
H -1.387 -0.019 0.193 0.5 -0.2 -0.1
H -0.156 -1.319 0.199 -0.8 2.0 0.0
H 2.139 0.957 1.286 1.1 -0.1 0.7
H 0.746 5.348 -2.970 -0.5 -2.6 1.5
H -0.250 4.173 -3.369 -0.9 -1.3 -1.5
H 1.324 3.746 -2.828 0.5 -0.5 -1.1
```
Positions in Å, forces in eV/Å.

=====

These records have total energy values of -15060.0823, -34688.3504, -14495.4436, -18609.2897, -31486.8950, -28312.5939 eV, in the order they appear.